[1]
Below is C3H6S3 in the gas phase, with properties calculated with wB97M-V/def2-TZVPD.

Geometry as ORCA input:
```
! wB97M-V def2-TZVPD RIJCOSX def2/J DEFGRID3
* xyz 0 1
C -1.57 0.59 0.08
S -0.91 0.11 -1.55
C 0.25 -1.24 -1.04
S 1.62 -0.78 -0.03
C 0.70 -0.22 1.45
S -0.33 1.22 1.27
H -2.32 1.40 0.07
H -2.02 -0.30 0.51
H -0.35 -2.01 -0.56
H 0.56 -1.61 -1.97
H 1.53 0.00 2.19
H 0.16 -1.08 1.80
*
```

Highest occupied orbital energy in eV: -8.8
Structure (SMILES): C1SCSCS1

=====

[2]
Below is C3H11N2S in the gas phase, with properties calculated with wB97M-V/def2-TZVPD.

Geometry as ORCA input:
```
! wB97M-V def2-TZVPD RIJCOSX def2/J DEFGRID3
* xyz 0 2
N -0.77 -0.51 -1.09
C 0.44 0.06 -0.43
C 1.03 -0.90 0.62
S 1.01 -2.65 0.00
C 0.00 1.50 0.05
N -1.35 1.54 0.52
H -0.59 -0.66 -2.17
H -1.59 0.10 -0.96
H -0.99 -1.42 -0.65
H 1.18 0.25 -1.19
H 0.54 -0.74 1.58
H 2.10 -0.69 0.69
H 1.51 -3.19 1.18
H 0.67 1.86 0.85
H 0.17 2.06 -0.87
H -1.60 0.94 1.27
H -1.77 2.45 0.59
*
```

<S²>: 0.751
Highest occupied orbital energy (spin up / spin down) in eV: -3.2 / -9.5

=====

[3]
Below is 2 unconnected molecules or ions with the total composition CH2N2O2, with properties calculated with wB97M-V/def2-TZVPD.

Geometry as ORCA input:
```
! wB97M-V def2-TZVPD RIJCOSX def2/J DEFGRID3
* xyz 0 1
N 1.22 1.15 -2.27
C 1.61 1.49 -1.20
O 1.91 1.69 -0.11
H 1.29 1.43 -3.30
N -0.21 -0.21 1.11
O -0.95 -0.35 0.20
H 0.79 -0.41 0.85
*
```

Highest occupied orbital energy in eV: -9.2
Structure (SMILES): N=C=O.N=O

=====

[4]
Below is C11H7Cl2F17Si in the gas phase, with properties calculated with wB97M-V/def2-TZVPD.

Geometry as ORCA input:
```
! wB97M-V def2-TZVPD RIJCOSX def2/J DEFGRID3
* xyz 0 1
C -0.27 -1.96 1.69
Si 0.43 -2.77 0.18
Cl -1.16 -3.47 -1.00
Cl 1.54 -4.46 0.83
C 1.40 -1.54 -0.86
C 2.69 -0.95 -0.28
C 2.92 0.48 -0.84
F 2.10 0.67 -1.88
F 4.21 0.55 -1.23
C 2.70 1.61 0.18
F 2.89 2.77 -0.43
F 3.63 1.48 1.13
C 1.30 1.61 0.93
F 1.42 2.43 1.99
F 1.14 0.36 1.36
C 0.10 1.97 0.00
F 0.09 1.14 -1.02
F 0.30 3.24 -0.36
C -1.28 1.92 0.72
F -1.54 3.18 1.09
F -1.24 1.12 1.78
C -2.40 1.44 -0.25
F -2.18 1.96 -1.46
F -3.55 1.92 0.22
C -2.54 -0.12 -0.31
F -1.41 -0.69 -0.68
F -2.86 -0.58 0.91
C -3.70 -0.60 -1.25
F -4.85 0.04 -0.99
F -3.33 -0.36 -2.52
F -3.89 -1.91 -1.01
H 0.55 -1.80 2.38
H -0.66 -0.98 1.48
H -1.04 -2.56 2.20
H 0.67 -0.75 -1.05
H 1.58 -1.93 -1.86
H 2.70 -0.90 0.80
H 3.55 -1.56 -0.57
*
```

Highest occupied orbital energy in eV: -10.9
Structure (SMILES): C[Si](Cl)(Cl)CCC(F)(F)C(F)(F)C(F)(F)C(F)(F)C(F)(F)C(F)(F)C(F)(F)C(F)(F)F

=====

[5]
Below is a molecular structure, C21H44N7O4PSYb, with properties calculated with wB97M-V/def2-TZVPD.

Geometry as ORCA input:
```
! wB97M-V def2-TZVPD RIJCOSX def2/J DEFGRID3
* xyz 3 2
Yb -0.87 -0.46 0.22
N -2.28 1.00 1.83
C -3.58 0.34 2.19
C -4.11 -0.49 1.01
N -3.09 -1.49 0.53
C -3.68 -1.95 -0.76
C -2.59 -2.75 -1.48
N -1.25 -2.10 -1.45
C -3.08 -2.58 1.54
C -1.90 -2.45 2.52
N -0.67 -2.30 1.68
H -1.98 1.32 2.74
H -2.54 1.83 1.30
H -4.38 1.03 2.36
H -3.44 -0.13 3.10
H -4.40 0.22 0.19
H -5.08 -0.92 1.30
H -4.14 -1.14 -1.30
H -4.50 -2.65 -0.56
H -2.87 -2.94 -2.48
H -2.50 -3.74 -1.03
H -1.15 -1.48 -2.27
H -0.53 -2.83 -1.45
H -2.92 -3.53 0.97
H -4.02 -2.71 2.12
H -1.88 -3.31 3.13
H -1.93 -1.66 3.16
H -0.45 -3.18 1.23
H 0.17 -2.10 2.23
O 0.71 0.38 1.45
C 1.13 0.62 2.57
C 1.37 2.00 3.21
C 2.81 2.37 2.69
C 3.87 1.27 2.86
C 3.70 0.05 1.90
C 2.83 -1.14 2.51
N 1.68 -0.44 3.22
H 1.41 1.97 4.33
H 0.68 2.76 2.82
H 3.09 3.34 3.13
H 2.77 2.60 1.60
H 3.87 0.90 3.89
H 4.86 1.67 2.80
H 4.70 -0.34 1.54
H 3.30 0.25 0.89
H 3.38 -1.61 3.29
H 2.48 -1.73 1.70
H 2.01 -0.22 4.17
N 5.68 0.04 -2.57
C 4.83 -0.78 -3.19
S 5.06 -1.76 -4.48
C 3.53 -0.85 -2.48
C 3.19 -2.02 -1.80
C 2.06 -2.03 -1.02
N 1.26 -0.96 -0.91
C 1.67 0.20 -1.45
C 2.73 0.31 -2.29
H 6.60 0.07 -2.95
H 5.44 0.66 -1.78
H 3.84 -2.93 -1.81
H 1.84 -2.88 -0.40
H 1.04 1.01 -1.17
H 3.13 1.27 -2.71
C -3.79 2.19 -3.61
O -2.89 2.28 -2.47
P -1.76 1.20 -2.14
O -1.15 1.73 -0.69
C -0.79 3.13 -0.36
O -0.55 1.37 -3.10
C -0.46 2.39 -4.18
H -3.25 2.08 -4.53
H -4.36 3.16 -3.55
H -4.52 1.40 -3.56
H -0.49 3.10 0.70
H -1.73 3.69 -0.50
H 0.09 3.35 -0.91
H -1.33 2.99 -4.11
H -0.28 1.92 -5.17
H 0.33 3.13 -3.99
*
```

<S²>: 0.751
Highest occupied orbital energy (spin up / spin down) in eV: -14.8 / -14.8

=====

[6]
Below is a molecular structure, C36H52N9O2SScSi, with properties calculated with wB97M-V/def2-TZVPD.

Geometry as ORCA input:
```
! wB97M-V def2-TZVPD RIJCOSX def2/J DEFGRID3
* xyz 2 1
Sc -0.12 0.56 1.42
C -2.41 -0.49 3.63
C -2.04 0.88 4.16
N -1.64 1.70 3.01
C -1.11 3.00 3.44
C 0.33 2.84 3.85
C 0.99 3.71 4.70
C 2.31 3.44 5.02
C 2.92 2.30 4.51
C 2.18 1.48 3.67
C 2.67 0.17 3.12
N 1.50 -0.68 2.86
C 0.88 -1.14 4.12
C -0.38 -1.90 3.76
N -1.27 -1.09 2.92
N 0.92 1.77 3.33
H -3.22 -0.37 2.90
H -2.78 -1.13 4.43
H -1.20 0.82 4.85
H -2.87 1.32 4.71
H -2.45 1.87 2.43
H -1.69 3.42 4.28
H -1.20 3.71 2.62
H 0.47 4.57 5.12
H 2.86 4.10 5.68
H 3.93 2.04 4.77
H 3.37 -0.29 3.83
H 3.22 0.33 2.19
H 1.80 -1.50 2.35
H 0.65 -0.27 4.73
H 1.57 -1.76 4.69
H -0.88 -2.26 4.67
H -0.10 -2.79 3.19
H -1.64 -1.68 2.18
O -0.26 1.62 -1.45
C -1.19 2.09 -0.80
O -1.30 2.14 0.46
C -2.41 2.63 -1.57
N -2.05 2.55 -3.04
C -1.99 3.95 -3.59
C -1.81 4.81 -2.35
C -2.68 4.11 -1.32
H -3.25 1.97 -1.37
H -2.69 1.95 -3.56
H -1.11 2.09 -3.02
H -2.94 4.15 -4.08
H -1.19 4.00 -4.33
H -2.11 5.84 -2.55
H -0.76 4.83 -2.04
H -3.74 4.35 -1.48
H -2.43 4.37 -0.29
C -4.58 -2.42 -1.75
Si -2.83 -2.92 -1.38
C -1.85 -3.17 -2.95
C -2.77 -4.43 -0.31
C -1.99 -1.55 -0.45
C -1.33 -0.76 0.20
H -5.09 -3.21 -2.31
H -4.62 -1.51 -2.35
H -5.14 -2.25 -0.83
H -2.28 -3.96 -3.57
H -0.82 -3.46 -2.71
H -1.81 -2.26 -3.54
H -3.24 -5.28 -0.81
H -3.30 -4.27 0.63
H -1.74 -4.71 -0.08
S 3.18 -4.51 -3.13
C 2.50 -3.35 -1.97
C 1.98 -2.13 -2.36
C 1.46 -1.27 -1.41
N 1.43 -1.55 -0.09
C 1.93 -2.73 0.27
C 2.47 -3.65 -0.61
C 1.78 -4.69 -4.22
C 0.72 -5.52 -3.87
C -0.35 -5.61 -4.75
N -0.43 -4.94 -5.89
C 0.60 -4.17 -6.22
C 1.73 -4.01 -5.42
H 1.96 -1.85 -3.41
H 1.00 -0.34 -1.70
H 1.85 -3.02 1.31
H 2.84 -4.61 -0.25
H 0.74 -6.09 -2.96
H -1.19 -6.25 -4.51
H 0.53 -3.65 -7.17
H 2.55 -3.39 -5.75
C 4.58 1.52 -1.69
C 3.49 2.02 -0.81
C 3.03 3.29 -0.53
C 1.97 3.13 0.37
N 1.77 1.83 0.64
N 2.71 1.19 -0.09
C 1.18 4.23 0.99
H 5.24 2.34 -1.97
H 4.17 1.09 -2.61
H 5.17 0.75 -1.20
H 3.43 4.21 -0.90
H 2.73 0.18 -0.08
H 1.33 5.15 0.42
H 1.51 4.43 2.01
H 0.12 4.00 1.00
*
```

Highest occupied orbital energy in eV: -13.2

=====

Listing strongest force on any atom for the structures above in their given order: 2.12 1.91 3.13 2.29 3.46 1.27 eV/Å.
Listing total energy for the structures above in their given order: -1312.45280 -628.45595 -299.19643 -3331.08492 -3408.32968 -3494.41502 a.u..
Listing energy above the lowest of the compared OMol25 structures with the same formula, charge and spin for the structures above in their given order: 19.2 190.7 368.7 0.0 178.3 1.8 kJ/mol.